# 1
Here is C35H33N2O3RuS3SbSe4 as an isolated structure at a distorted geometry from OMol25. Energies are from the ωB97M-V functional and the def2-TZVPD basis.

Properties
gap between HOMO and LUMO (spin up / spin down): 5.42 / 4.90 eV
molar mass: 1164.5 g/mol
electronic energy: -12824.2196 hartree
energy relative to the best compared isomer or geometry (same formula, charge and spin): 42.8 kcal/mol
lowest unoccupied orbital energy (spin up / spin down): 1.98 / 1.34 eV

Geometry as ORCA input:
```
! RIJCOSX wB97M-V def2-TZVPD def2/J DEFGRID3
* xyz -1 2
Ru -0.5829 0.8348 -0.0841
S -3.1437 -2.0647 2.1812
C -1.6341 -1.9785 3.0458
C -1.2654 -2.6344 4.2183
C 0.0116 -2.4259 4.6995
C 0.9155 -1.5914 4.0327
C 0.5560 -0.9380 2.8800
C -0.7365 -1.1252 2.3965
N -1.2846 -0.5393 1.2350
C -2.4958 -1.0097 0.9868
C -3.1358 -0.6259 -0.2729
C -4.3700 -1.1137 -0.6956
C -4.8455 -0.7326 -1.9318
C -4.0644 0.1278 -2.7116
C -2.8499 0.6056 -2.2644
C -2.3237 0.2424 -1.0083
H -1.9585 -3.2842 4.7332
H 0.3166 -2.9071 5.6178
H 1.9067 -1.4303 4.4305
H 1.2418 -0.2957 2.3501
H -4.9459 -1.7885 -0.0755
H -5.8009 -1.0899 -2.2910
H -4.4312 0.4250 -3.6870
H -2.2732 1.2795 -2.8943
O 0.2230 -0.7936 -1.9363
S -0.0694 -2.0091 -2.7467
C 1.4802 -2.9632 -2.9426
C 2.5198 -2.6991 -1.8592
C 3.4261 -1.5073 -2.1330
C 4.3464 -1.2080 -0.9552
S 3.4402 -0.2908 0.3759
O 1.9938 -0.5436 0.0720
C 3.7798 1.3384 -0.2704
C 2.8863 1.8980 -1.1712
C 3.1476 3.1617 -1.6765
C 4.2737 3.8595 -1.2631
C 5.1490 3.2908 -0.3501
C 4.9096 2.0191 0.1466
C -0.8845 -3.1531 -1.6460
C -1.8579 -3.9927 -2.1507
C -2.4494 -4.9236 -1.3044
C -2.0571 -4.9980 0.0213
C -1.0848 -4.1385 0.5206
C -0.5000 -3.1995 -0.3075
H 1.8484 -2.7229 -3.9415
H 1.1635 -4.0065 -2.9326
H 3.1297 -3.6010 -1.7450
H 2.0169 -2.5239 -0.9107
H 2.8121 -0.6278 -2.3408
H 4.0331 -1.7015 -3.0245
H 5.1807 -0.5735 -1.2513
H 4.7391 -2.1169 -0.5014
H 1.9980 1.3280 -1.4441
H 2.4725 3.6193 -2.3919
H 4.4588 4.8576 -1.6375
H 6.0039 3.8488 -0.0008
H 5.5643 1.5821 0.8869
H -2.1499 -3.9232 -3.1893
H -3.2201 -5.5808 -1.6825
H -2.5208 -5.7194 0.6798
H -0.7927 -4.1863 1.5600
H 0.2379 -2.5035 0.0708
O -0.3447 2.6520 -1.6328
C -0.6343 3.9249 -1.0789
C -1.8401 3.8140 -0.2020
C -2.5750 4.9424 0.1353
C -3.5628 4.8246 1.0962
C -3.7868 3.5880 1.6942
C -3.0265 2.5157 1.2790
N -2.0884 2.6270 0.3355
H 0.4520 2.7295 -2.1707
H -0.8060 4.6603 -1.8735
H 0.2025 4.2603 -0.4473
H -2.3437 5.8935 -0.3206
H -4.1356 5.6893 1.3960
H -4.5142 3.4621 2.4785
H -3.1449 1.5340 1.7230
Se 0.6219 1.8682 5.5589
Sb 2.0560 2.5295 3.6203
Se 0.5729 2.2560 1.5814
Se 2.6329 4.8447 3.4908
Se 3.8109 0.8473 3.8186
*
```

***

# 2
Here is C28H42BrN3P2V as an isolated structure at a distorted geometry from OMol25. Energies are from the ωB97M-V functional and the def2-TZVPD basis.

Properties
gap between HOMO and LUMO (spin up / spin down): 4.03 / 4.78 eV
molar mass: 613.5 g/mol
electronic energy: -5455.4556 hartree
energy relative to the best compared isomer or geometry (same formula, charge and spin): 0.0 kcal/mol
lowest unoccupied orbital energy (spin up / spin down): -15.48 / -14.83 eV

Geometry as ORCA input:
```
! RIJCOSX wB97M-V def2-TZVPD def2/J DEFGRID3
* xyz 4 2
C 2.0553 3.8235 -0.7324
C 1.1945 2.9385 -1.4161
C 1.1451 3.0044 -2.8200
C 2.0678 3.8306 -3.4795
N 2.9923 4.5453 -2.8275
C 2.9459 4.5968 -1.4909
C 0.3163 2.0642 -0.7029
C -0.7019 2.0011 0.0774
C -2.0303 2.2088 0.5566
C -2.6516 1.0937 1.1476
C -4.0308 1.0530 1.3306
C -4.7390 2.1667 0.8869
C -4.1494 3.3530 0.4154
C -2.7635 3.3840 0.2679
V -0.3999 -0.1404 0.1265
P 1.8564 -0.5798 -0.6253
H 0.4024 2.4346 -3.3755
H 2.0260 3.9028 0.3541
H 2.0453 3.8917 -4.5718
H 3.6405 5.2706 -0.9826
H -2.2288 4.2597 -0.1131
H -2.0351 0.2249 1.4656
H -4.7601 4.2157 0.1564
H -4.5116 0.1691 1.7485
C 2.4501 -2.2974 -0.3131
C 3.7084 -2.7604 -1.0475
H 1.6075 -2.9583 -0.5732
H 2.5833 -2.3838 0.7770
H 3.9119 -3.7991 -0.7515
H 3.5909 -2.7420 -2.1387
H 4.5938 -2.1653 -0.7902
C 2.2155 -0.2457 -2.4141
C 3.6084 0.2479 -2.8010
H 1.4763 0.5112 -2.7179
H 1.9627 -1.1576 -2.9766
H 3.6503 0.3377 -3.8973
H 3.8245 1.2425 -2.3877
H 4.4100 -0.4383 -2.4975
C 2.9493 0.5539 0.3289
C 4.4263 0.1896 0.4549
H 2.5049 0.6245 1.3333
H 2.8333 1.5541 -0.1086
H 4.9265 0.9730 1.0428
H 4.5688 -0.7653 0.9739
H 4.9358 0.1365 -0.5153
Br -6.6481 2.0067 0.9695
P -1.5097 -1.5486 -1.6016
C -0.5226 -2.5510 -2.7931
C -1.1465 -3.8312 -3.3504
H 0.4205 -2.7775 -2.2681
H -0.2621 -1.8736 -3.6210
H -0.3985 -4.3369 -3.9783
H -1.4483 -4.5358 -2.5634
H -2.0167 -3.6243 -3.9901
C -2.5522 -2.6957 -0.6251
C -3.8996 -3.1174 -1.2092
H -2.7013 -2.2071 0.3538
H -1.9322 -3.5855 -0.4353
H -4.4022 -3.7689 -0.4820
H -4.5653 -2.2673 -1.4002
H -3.7982 -3.6933 -2.1381
C -2.5745 -0.4480 -2.6096
C -3.0998 -0.9918 -3.9390
H -1.9698 0.4579 -2.7827
H -3.4083 -0.1394 -1.9619
H -3.7265 -0.2227 -4.4097
H -2.2945 -1.2288 -4.6450
H -3.7259 -1.8851 -3.8151
N -0.4531 -0.7675 4.2443
C -0.1670 -2.1040 3.9523
C -0.0464 -2.1715 2.5940
N -0.2658 -0.8933 2.0476
C -0.4978 -0.0712 3.0843
H -0.6656 -0.3676 5.1554
H -0.0974 -2.8691 4.7068
H 0.2046 -2.9977 1.9483
H -0.7193 0.9840 3.0481
*
```

***

# 3
Here is C4H8O as an isolated structure from OMol25. Energies are from the ωB97M-V functional and the def2-TZVPD basis.

Properties
gap between HOMO and LUMO: 10.72 eV
molar mass: 72.1 g/mol
electronic energy: -232.4013 hartree
energy relative to the best compared isomer or geometry (same formula, charge and spin): 27.8 kcal/mol
lowest unoccupied orbital energy: 1.13 eV

Geometry as ORCA input:
```
! RIJCOSX wB97M-V def2-TZVPD def2/J DEFGRID3
* xyz 0 1
C -0.7821 1.1054 -0.6746
C -0.0299 0.3171 0.3881
C -0.4285 -1.1679 0.5214
O 0.7900 -1.6007 -0.0780
C 1.3349 -0.2731 -0.0001
H -0.2908 2.0626 -0.8802
H -1.8115 1.3288 -0.3646
H -0.8355 0.5391 -1.6111
H -0.0007 0.8721 1.3303
H -1.3041 -1.5010 -0.0521
H -0.5175 -1.5135 1.5614
H 2.0801 -0.2123 0.8070
H 1.7955 0.0434 -0.9476
*
```

***

# 4
Here is one molecule with the formula C3H7N3OS at a distorted geometry from OMol25. Energies are from the ωB97M-V functional and the def2-TZVPD basis.

Properties
gap between HOMO and LUMO: 8.74 eV
molar mass: 133.2 g/mol
electronic energy: -756.0644 hartree
energy relative to the best compared isomer or geometry (same formula, charge and spin): 106.6 kcal/mol
SMILES: [H]/N=C(\NN)OC(C)=S
lowest unoccupied orbital energy: 0.19 eV

Geometry as ORCA input:
```
! RIJCOSX wB97M-V def2-TZVPD def2/J DEFGRID3
* xyz 0 1
C -1.6941 1.2006 -0.4637
C -2.0318 -0.2493 -0.1781
C 0.3994 -0.4832 0.3303
H -1.6828 1.3148 0.7445
H -2.6265 1.6111 -0.9104
H -0.8592 1.7365 -1.0138
H 1.7130 0.9175 0.8606
H 1.1313 -2.2869 -0.1802
H 2.7435 -0.7075 0.7764
H 2.9166 0.1829 -0.6462
N 0.6650 0.5699 0.9273
N 1.2914 -1.1855 -0.4790
N 2.6274 -0.6852 -0.1811
O -0.9812 -1.0358 0.2613
S -3.6120 -0.8999 0.1520
*
```

***

# 5
Here is C3H4ClN3 as an isolated structure at a distorted geometry from OMol25. Energies are from the ωB97M-V functional and the def2-TZVPD basis.

Properties
gap between HOMO and LUMO: 8.70 eV
molar mass: 117.5 g/mol
electronic energy: -740.9611 hartree
energy relative to the best compared isomer or geometry (same formula, charge and spin): 137.9 kcal/mol
lowest unoccupied orbital energy: -0.22 eV

Geometry as ORCA input:
```
! RIJCOSX wB97M-V def2-TZVPD def2/J DEFGRID3
* xyz 0 1
C -0.8853 0.1261 -0.7568
C 0.0132 -0.6772 -1.0743
C -0.6822 1.0666 0.4135
N -0.0654 0.3785 1.5302
N 0.8575 -0.4465 1.4654
N 1.4442 -0.7164 0.2996
Cl 2.5505 -2.0426 0.2770
H -1.9217 0.3507 -1.2379
H 0.3799 -1.4833 -1.5970
H -0.0583 1.8752 0.0013
H -1.6322 1.5690 0.6790
*
```

***

# 6
Here is a 2-piece molecular cluster, C6H16NO2 overall from OMol25. Energies are from the ωB97M-V functional and the def2-TZVPD basis.

Properties
gap between HOMO and LUMO: 7.20 eV
molar mass: 134.2 g/mol
electronic energy: -443.4524 hartree
energy relative to the best compared isomer or geometry (same formula, charge and spin): 8.2 kcal/mol
lowest unoccupied orbital energy: 3.76 eV

Geometry as ORCA input:
```
! RIJCOSX wB97M-V def2-TZVPD def2/J DEFGRID3
* xyz -1 1
C 2.8748 0.4335 -0.9523
N 1.8375 -0.1540 -0.1069
C 0.4744 0.1324 -0.5915
C -0.5172 -0.0348 0.5552
C -0.3231 0.9855 1.6689
C -1.3744 0.8241 2.7743
C 0.0529 -0.7681 -1.8036
O -1.1108 -0.3738 -2.4022
H 2.7799 0.1519 -2.0097
H 2.7866 1.5174 -0.8840
H 3.8568 0.1032 -0.6105
H 1.9674 -1.1500 -0.0678
H 0.4432 1.1631 -0.9487
H -0.4565 -1.0569 0.9473
H -1.5168 0.0558 0.1264
H 0.6849 0.8737 2.0793
H -0.3584 2.0129 1.2971
H -1.2973 1.6196 3.5197
H -1.2826 -0.1369 3.2838
H -2.3704 0.8511 2.3265
H -0.0022 -1.8062 -1.3939
H 0.8791 -0.6990 -2.5426
H -2.2575 -0.9096 -1.8743
H -2.6724 -2.2087 -0.9976
O -3.0979 -1.4259 -1.3930
*
```

***

Question: The lowest molar mass belongs to which entry?
Answer: C4H8O